1.
Computed, not measured: 2 unconnected molecules or ions with the total composition C4H12N2O at a distorted geometry, with ωB97M-V/def2-TZVPD.

Calculated values
- Lowest unoccupied orbital energy: 0.902 eV
- Frontier orbital gap: 9.0 eV
- ΔE to the lowest compared entry with this formula, charge and spin: 393.1 kJ/mol
- Strongest force on any atom: 0.0816 hartree/bohr

Geometry as XYZ:
```
19
C4H12N2O | OMol25 | ωB97M-V/def2-TZVPD
H -2.08346 0.37878 0.35805
O 0.57130 -0.03117 0.72029
H 0.96509 -0.43384 -2.24685
H 3.17292 -0.70297 -1.10020
N -2.27626 2.36138 1.09898
C -1.43304 1.22937 0.54636
H 2.40862 -2.23622 -0.47274
H 0.48355 -2.14308 0.07700
H -0.74970 0.26268 2.30862
C 2.51448 -1.56185 -1.31913
H -0.83648 -0.89743 -0.54986
H -2.95993 2.62775 0.40779
C 0.12302 -1.38526 -0.66400
H -1.02063 1.49557 -0.46049
H 0.26760 1.65666 1.77140
C -0.30493 0.81652 1.46443
H -2.83895 1.88520 1.83530
N 1.04881 -1.21153 -1.59665
H 2.94798 -2.11053 -2.17829
```

2.
Computed, not measured: C4H12N2O in the gas phase at a distorted geometry, with ωB97M-V/def2-TZVPD.

Calculated values
- SMILES: NCC[C@@H](N)CO
- Lowest unoccupied orbital energy: 0.975 eV
- Frontier orbital gap: 10.0 eV
- ΔE to the lowest compared entry with this formula, charge and spin: 118.2 kJ/mol
- Strongest force on any atom: 0.0275 hartree/bohr

Geometry as XYZ:
```
19
C4H12N2O | OMol25 | ωB97M-V/def2-TZVPD
H -1.68533 1.15831 0.82558
H 0.85440 -0.15600 0.73265
O -0.18566 -1.66856 2.34108
H -0.24437 -2.57784 2.66062
H 0.21101 2.06014 -0.96292
C -0.21092 -0.19067 0.49985
N 1.91468 0.83455 -1.36968
H 2.23525 1.25930 -0.50188
C -0.38771 0.01776 -1.00460
H -1.74897 -1.67038 0.86081
H 0.21361 1.30358 -2.56659
H 2.48180 1.32468 -2.04213
H -0.15702 -2.33112 0.40887
C 0.50604 1.16983 -1.52415
N -0.78750 0.95449 1.21146
H -0.05074 -0.88658 -1.52002
H -1.43826 0.17974 -1.25668
H -0.85275 0.77940 2.21013
C -0.66756 -1.56064 0.99761
```

- Which of these has the lowest frontier orbital gap?
  number 1